No. 1
A 11-piece molecular cluster, C4H30O12 overall. Source: the OMol25 dataset; level of theory: ωB97M-V/def2-TZVPD.

E_HOMO: -9.72 eV
DFT total energy: -1073.25843 hartree
lowest unoccupied orbital energy: 0.209 eV
ΔE to the lowest compared entry with this formula, charge and spin: 0.870 eV
F_max: 2.1 eV/Å
SMILES: C[C@H](O)CCO.O.O.O.O.O.O.O.O.O.O

Last column: natural (NBO) charge in e.
Geometry (Å):
1 C 0.78018 -3.04895 0.32482  -0.648
2 C 1.89868 -2.09615 0.72206  0.105
3 O 2.00402 -1.86888 2.10411  -0.747
4 C 1.68070 -0.77681 -0.08404  -0.455
5 C 0.98664 0.24874 0.81881  -0.060
6 O 0.46816 1.35211 0.06329  -0.821
7 H 0.68661 -3.91035 0.99532  0.219
8 H 0.97924 -3.45295 -0.66473  0.195
9 H -0.20449 -2.58827 0.38901  0.215
10 H 2.86085 -2.51572 0.42594  0.171
11 H 1.12662 -1.79920 2.51543  0.499
12 H 2.64247 -0.36376 -0.40786  0.189
13 H 1.06966 -0.79206 -0.98581  0.199
14 H 0.06932 -0.14928 1.24404  0.154
15 H 1.64458 0.55603 1.62889  0.190
16 H 1.20612 1.92379 -0.28224  0.507
17 O -1.03610 -2.95029 -2.29462  -0.948
18 H -0.54826 -3.74087 -2.04442  0.468
19 H -1.15937 -2.53722 -1.42970  0.481
20 O -2.27248 0.59413 -0.49377  -0.947
21 H -2.03480 0.31508 0.38963  0.456
22 H -1.45197 0.76792 -0.97346  0.505
23 O 2.65988 2.41422 -0.88122  -0.935
24 H 2.99970 1.67921 -1.39912  0.478
25 H 2.26891 2.99936 -1.54613  0.506
26 O 0.70954 -0.51261 -3.96858  -0.970
27 H 1.05001 -1.16699 -3.35347  0.486
28 H -0.10685 -0.85176 -4.34774  0.495
29 O -0.93541 3.96974 -1.07543  -0.952
30 H -1.00213 3.83029 -0.12184  0.483
31 H -0.72943 3.08287 -1.39210  0.463
32 O -0.37820 -1.63616 3.31624  -0.983
33 H -1.00431 -0.89318 3.21819  0.507
34 H -0.40190 -1.98281 4.20937  0.487
35 O 0.76247 2.07333 -2.81189  -1.029
36 H 1.12174 1.29335 -3.24798  0.525
37 H 0.13532 2.68563 -3.18780  0.501
38 O -2.45004 -1.88770 0.45860  -0.984
39 H -3.24149 -2.25328 0.86669  0.491
40 H -2.70617 -1.19484 -0.18551  0.507
41 O -0.93876 3.37281 1.82032  -0.972
42 H -0.54605 3.45482 2.69389  0.478
43 H -0.26204 2.94095 1.27369  0.490
44 O -2.59570 -0.09672 2.60689  -0.958
45 H -2.13751 0.74792 2.48877  0.483
46 H -2.54474 -0.56542 1.75094  0.476


No. 2
A single C10H15N3 molecule. Source: the OMol25 dataset; level of theory: ωB97M-V/def2-TZVPD.

E_HOMO: -6.48 eV
DFT total energy: -554.20671 hartree
lowest unoccupied orbital energy: 0.888 eV
ΔE to the lowest compared entry with this formula, charge and spin: 3.179 eV
F_max: 4.4 eV/Å

Last column: natural (NBO) charge in e.
Geometry (Å):
1 C 1.80059 0.13936 -0.32214  -0.055
2 C 0.88833 -0.91278 -0.27991  0.039
3 C 1.21274 1.38549 -0.07571  0.056
4 C -2.25495 0.72413 0.18173  0.142
5 C -1.66661 -0.52395 0.13642  0.013
6 C 3.29050 -0.04612 -0.38858  -0.641
7 C 1.11413 -2.35374 -0.04148  -0.642
8 C 1.76254 2.74161 0.12530  -0.647
9 C -3.71755 1.01233 0.17272  -0.631
10 C -2.20570 -1.90045 -0.03036  -0.637
11 N -1.28462 1.67019 0.15666  -0.333
12 N -0.31378 -0.30329 0.04678  -0.093
13 N -0.13520 1.02291 0.14215  0.080
14 H 3.62691 0.16287 -1.43161  0.228
15 H 3.92140 0.47580 0.40883  0.226
16 H 3.51359 -1.16151 -0.10322  0.212
17 H 1.23503 -3.04982 -0.88587  0.220
18 H 2.16092 -2.53305 0.35941  0.218
19 H 0.36945 -2.70555 0.63257  0.222
20 H 1.99854 3.04952 1.20529  0.215
21 H 2.74763 2.78990 -0.28350  0.230
22 H 1.05592 3.56137 -0.20259  0.241
23 H -3.94414 1.81350 0.95718  0.225
24 H -4.36191 0.19090 0.27592  0.217
25 H -3.98086 1.50308 -0.65918  0.222
26 H -3.34976 -1.91208 0.11043  0.239
27 H -1.70800 -2.57005 0.81325  0.210
28 H -1.77514 -2.27058 -1.02048  0.224


No. 3
A 14-piece molecular cluster, H28O14 overall. Source: the OMol25 dataset; level of theory: ωB97M-V/def2-TZVPD.

E_HOMO (alpha / beta): -0.49 / -7.48 eV
DFT total energy: -1070.15249 hartree
lowest unoccupied orbital energy (alpha / beta): 2.526 / 2.391 eV
ΔE to the lowest compared entry with this formula, charge and spin: 0.863 eV
2S+1: 2
F_max: 1.5 eV/Å
charge: -1

Last column: natural (NBO) charge in e.
Geometry (Å):
1 O -0.20181 -0.18470 0.72778  -0.976
2 H 0.04724 0.64344 1.13814  0.473
3 H -0.29531 0.02636 -0.20117  0.482
4 O -0.16574 3.10838 0.70075  -1.009
5 H 0.28641 3.89793 0.99807  0.482
6 H -0.97269 3.43072 0.29932  0.474
7 O 1.15348 -1.92032 3.13396  -0.976
8 H 0.37791 -1.35965 3.15347  0.474
9 H 1.37120 -1.99651 2.20497  0.485
10 O 1.61774 -1.14087 -2.64837  -1.036
11 H 1.77920 -0.44938 -3.29024  0.411
12 H 2.01638 -0.81655 -1.84081  0.489
13 O -2.70942 1.11754 -0.78985  -1.009
14 H -1.88729 1.53930 -1.03977  0.480
15 H -3.08443 0.81401 -1.61657  0.472
16 O 2.49351 2.93287 -0.64737  -1.003
17 H 2.51990 2.52789 -1.51426  0.445
18 H 1.64962 2.66554 -0.28319  0.476
19 O -3.31870 -1.18980 0.99199  -0.964
20 H -3.43887 -1.86879 0.32810  0.458
21 H -2.89401 -0.47014 0.52509  0.495
22 O 2.77286 -0.45643 -0.19353  -0.975
23 H 3.51976 -1.01682 0.01706  0.485
24 H 2.78567 0.22366 0.47994  0.494
25 O -1.43257 -0.34346 3.62768  -0.958
26 H -2.07949 0.31649 3.87709  0.466
27 H -1.50501 -0.40253 2.67506  0.492
28 O -0.80965 -3.40613 -0.91322  -0.955
29 H -1.30152 -2.58506 -0.92509  0.478
30 H -1.25380 -3.96124 -1.55417  0.479
31 O 1.57993 -2.86690 0.51685  -0.989
32 H 0.86190 -3.32322 0.07816  0.498
33 H 1.52380 -1.96680 0.19607  0.486
34 O -0.99876 -1.50921 -3.22278  -1.008
35 H -0.32725 -1.50781 -2.54064  0.494
36 H -0.50713 -1.54223 -4.04343  0.463
37 O 0.05451 1.52385 -2.49785  -1.316
38 H 0.92491 1.37173 -2.86596  0.344
39 H -0.48568 1.76446 -3.25055  0.408
40 O 0.48185 2.74421 3.51560  -0.947
41 H -0.21911 3.19320 3.98816  0.458
42 H 0.07047 2.44296 2.70551  0.479


No. 4
A 2-piece molecular cluster, C5H9N5O overall. Source: the OMol25 dataset; level of theory: ωB97M-V/def2-TZVPD.

E_HOMO: -9.16 eV
DFT total energy: -544.80918 hartree
lowest unoccupied orbital energy: 0.409 eV
ΔE to the lowest compared entry with this formula, charge and spin: 3.990 eV
F_max: 3.0 eV/Å
SMILES: [H]/N=C\NN=C.Cc1conn1

Last column: natural (NBO) charge in e.
Geometry (Å):
1 H -0.84581 -1.23463 -2.28253  0.336
2 N -0.26080 -0.61707 -2.85833  -0.679
3 C 0.96498 -0.79334 -2.59164  0.267
4 N 1.51886 -1.62441 -1.65444  -0.457
5 N 0.74186 -2.32552 -0.76778  -0.233
6 C 1.37146 -2.68961 0.29212  -0.133
7 H 1.70057 -0.23584 -3.17375  0.174
8 H 2.49804 -1.53255 -1.40746  0.373
9 H 0.98954 -3.49891 0.91995  0.196
10 H 2.25909 -2.14837 0.65168  0.160
11 C -2.89169 1.76638 1.31627  -0.641
12 C -1.44739 1.39677 1.32657  0.034
13 C -0.71524 0.44438 0.72810  0.071
14 O 0.57834 0.76714 0.88727  -0.275
15 N 0.71226 1.85466 1.61443  0.103
16 N -0.46307 2.22692 1.91743  -0.227
17 H -3.44807 1.21398 0.54036  0.229
18 H -3.37684 1.51013 2.26826  0.230
19 H -3.00468 2.83672 1.13371  0.241
20 H -0.83507 -0.39719 0.06396  0.230


No. 5
A single C16H22N4O3 molecule. Source: the OMol25 dataset; level of theory: ωB97M-V/def2-TZVPD.

E_HOMO: -7.12 eV
DFT total energy: -1067.26118 hartree
lowest unoccupied orbital energy: -2.449 eV
ΔE to the lowest compared entry with this formula, charge and spin: 11.826 eV
F_max: 5.9 eV/Å

Last column: natural (NBO) charge in e.
Geometry (Å):
1 O 4.58802 2.00629 2.60328  -0.449
2 O -0.39192 -2.83716 2.04611  -0.383
3 O 2.87229 3.41371 2.11332  -0.340
4 N 0.97984 2.43785 0.04944  -0.439
5 C 2.86052 -0.11980 2.09512  -0.134
6 C 2.00485 -1.11988 1.90828  -0.307
7 C 1.28908 1.39612 1.03294  0.189
8 C 0.37579 0.35160 0.95632  0.263
9 C 2.50867 1.16757 1.71870  -0.089
10 C 0.68062 -0.90238 1.49667  0.063
11 N -0.91125 0.19919 0.49238  -0.534
12 N 3.39968 2.30031 2.05555  0.485
13 N -0.38692 -1.81127 1.35757  0.179
14 C 2.09630 -0.79933 -3.03398  -0.604
15 C 1.98466 2.61853 -1.01248  -0.252
16 C 1.49795 0.20813 -2.00650  -0.402
17 C 2.56107 1.24636 -1.58465  -0.398
18 C -4.34419 -0.65400 -0.18972  -0.398
19 C -3.36018 -1.05738 -1.23175  -0.392
20 C -3.83997 0.18183 1.04089  -0.409
21 C -2.10244 -1.82389 -0.58158  -0.417
22 C -2.71726 -0.74001 1.64346  -0.390
23 C -1.50021 -1.11982 0.69284  0.255
24 H 3.68581 -0.37347 2.72529  0.257
25 H 2.28331 -2.09128 2.30548  0.237
26 H -1.15935 0.66664 -0.31921  0.419
27 H 1.36819 -1.01525 -3.77106  0.207
28 H 2.87533 -0.21572 -3.54796  0.202
29 H 2.46358 -1.64180 -2.54814  0.208
30 H 1.64385 3.21331 -1.84348  0.203
31 H 2.85594 2.99943 -0.56017  0.199
32 H 0.50575 0.58740 -2.34608  0.190
33 H 1.19690 -0.31085 -1.14579  0.181
34 H 3.25756 0.72714 -0.93059  0.209
35 H 3.14877 1.49255 -2.54046  0.203
36 H -4.80208 -1.58130 0.10175  0.193
37 H -5.07390 -0.02605 -0.73360  0.209
38 H -3.93277 -1.65892 -1.88258  0.229
39 H -3.08585 -0.09556 -1.74057  0.195
40 H -4.71951 0.30970 1.79777  0.239
41 H -3.61064 1.15580 0.50144  0.221
42 H -1.27705 -1.76319 -1.22528  0.220
43 H -2.37051 -2.88524 -0.38437  0.243
44 H -2.26466 -0.33783 2.53563  0.223
45 H -3.13365 -1.69808 1.88979  0.214


No. 6
C20H18CuN5 as an isolated structure. Source: the OMol25 dataset; level of theory: ωB97M-V/def2-TZVPD.

E_HOMO (alpha / beta): -10.28 / -10.20 eV
DFT total energy: -2686.94792 hartree
lowest unoccupied orbital energy (alpha / beta): -4.266 / -4.667 eV
ΔE to the lowest compared entry with this formula, charge and spin: 0.404 eV
2S+1: 2
F_max: 0.8 eV/Å
charge: +1

Last column: natural (NBO) charge in e.
Geometry (Å):
1 Cu 0.89133 -0.62705 -0.37091  1.344
2 C -0.40819 3.71508 -3.54016  -0.213
3 C 0.22208 4.15528 -2.38218  -0.176
4 C 0.36730 3.30346 -1.29891  -0.268
5 C -0.14088 2.00773 -1.35661  0.206
6 C -0.76649 1.56656 -2.51797  -0.268
7 C -0.89493 2.41811 -3.60785  -0.191
8 N 0.03036 1.11253 -0.27037  -0.697
9 C -0.26548 1.43644 0.99063  0.239
10 C -1.05896 2.55462 1.40374  -0.287
11 C -1.30920 2.74797 2.72706  -0.117
12 C -0.79870 1.89241 3.75425  -0.250
13 C -0.02249 0.83489 3.41521  -0.174
14 C 0.24785 0.60152 2.04345  0.049
15 N 1.07343 -0.35723 1.55766  -0.238
16 N 1.80747 -1.12557 2.23717  -0.219
17 C 2.58198 -1.94315 1.35781  0.318
18 C 3.52825 -2.78467 1.91497  -0.226
19 C 4.33567 -3.52586 1.07123  -0.115
20 C 4.17794 -3.41376 -0.30499  -0.252
21 C 3.19692 -2.57369 -0.78541  0.076
22 N 2.41039 -1.85036 0.02158  -0.597
23 H -0.51305 4.37934 -4.38752  0.226
24 H 0.61386 5.16274 -2.32751  0.225
25 H 0.87812 3.63542 -0.40304  0.224
26 H -1.15485 0.55593 -2.56190  0.208
27 H -1.38404 2.06820 -4.50783  0.223
28 H -1.46527 3.22148 0.65670  0.238
29 H -1.92822 3.58754 3.01970  0.228
30 H -1.03666 2.09651 4.78821  0.232
31 H 0.39314 0.16440 4.15525  0.239
32 H 3.61684 -2.82918 2.99112  0.253
33 H 5.08924 -4.18527 1.48173  0.241
34 H 4.79378 -3.96976 -0.99619  0.246
35 H 3.01728 -2.47292 -1.84752  0.217
36 C -3.93922 -3.23111 -0.60677  -0.591
37 C -3.46875 -1.77652 -0.69691  -0.521
38 C -2.00518 -1.68252 -0.80506  0.476
39 N -0.86310 -1.64048 -0.87769  -0.528
40 H -5.02528 -3.24388 -0.54530  0.237
41 H -3.53710 -3.71977 0.27900  0.225
42 H -3.63585 -3.79591 -1.48653  0.226
43 H -3.75906 -1.20069 0.18277  0.267
44 H -3.89227 -1.26883 -1.56413  0.267


Question: F_max of number 6 (C20H18CuN5)?
Answer: 0.8 eV/Å


Copy entry 6 word for word.
C20H18CuN5 as an isolated structure. Source: the OMol25 dataset; level of theory: ωB97M-V/def2-TZVPD.

E_HOMO (alpha / beta): -10.28 / -10.20 eV
DFT total energy: -2686.94792 hartree
lowest unoccupied orbital energy (alpha / beta): -4.266 / -4.667 eV
ΔE to the lowest compared entry with this formula, charge and spin: 0.404 eV
2S+1: 2
F_max: 0.8 eV/Å
charge: +1

Last column: natural (NBO) charge in e.
Geometry (Å):
1 Cu 0.89133 -0.62705 -0.37091  1.344
2 C -0.40819 3.71508 -3.54016  -0.213
3 C 0.22208 4.15528 -2.38218  -0.176
4 C 0.36730 3.30346 -1.29891  -0.268
5 C -0.14088 2.00773 -1.35661  0.206
6 C -0.76649 1.56656 -2.51797  -0.268
7 C -0.89493 2.41811 -3.60785  -0.191
8 N 0.03036 1.11253 -0.27037  -0.697
9 C -0.26548 1.43644 0.99063  0.239
10 C -1.05896 2.55462 1.40374  -0.287
11 C -1.30920 2.74797 2.72706  -0.117
12 C -0.79870 1.89241 3.75425  -0.250
13 C -0.02249 0.83489 3.41521  -0.174
14 C 0.24785 0.60152 2.04345  0.049
15 N 1.07343 -0.35723 1.55766  -0.238
16 N 1.80747 -1.12557 2.23717  -0.219
17 C 2.58198 -1.94315 1.35781  0.318
18 C 3.52825 -2.78467 1.91497  -0.226
19 C 4.33567 -3.52586 1.07123  -0.115
20 C 4.17794 -3.41376 -0.30499  -0.252
21 C 3.19692 -2.57369 -0.78541  0.076
22 N 2.41039 -1.85036 0.02158  -0.597
23 H -0.51305 4.37934 -4.38752  0.226
24 H 0.61386 5.16274 -2.32751  0.225
25 H 0.87812 3.63542 -0.40304  0.224
26 H -1.15485 0.55593 -2.56190  0.208
27 H -1.38404 2.06820 -4.50783  0.223
28 H -1.46527 3.22148 0.65670  0.238
29 H -1.92822 3.58754 3.01970  0.228
30 H -1.03666 2.09651 4.78821  0.232
31 H 0.39314 0.16440 4.15525  0.239
32 H 3.61684 -2.82918 2.99112  0.253
33 H 5.08924 -4.18527 1.48173  0.241
34 H 4.79378 -3.96976 -0.99619  0.246
35 H 3.01728 -2.47292 -1.84752  0.217
36 C -3.93922 -3.23111 -0.60677  -0.591
37 C -3.46875 -1.77652 -0.69691  -0.521
38 C -2.00518 -1.68252 -0.80506  0.476
39 N -0.86310 -1.64048 -0.87769  -0.528
40 H -5.02528 -3.24388 -0.54530  0.237
41 H -3.53710 -3.71977 0.27900  0.225
42 H -3.63585 -3.79591 -1.48653  0.226
43 H -3.75906 -1.20069 0.18277  0.267
44 H -3.89227 -1.26883 -1.56413  0.267